264
Properties=species:S:1:pos:R:3:forces:R:3:mulliken_charge:R:1 method="wB97M-V/def2-TZVPD" homo_ev=-15.375 charge=+4 multiplicity=1 e_tot_ha=-7713.777098 gap_ev=4.6
C 3.92240 -2.38586 2.62323 0.58 -0.59 0.12 -1.536
C 5.29277 -2.58867 3.34412 0.34 -1.33 2.67 1.602
C 5.19459 -3.64391 4.58422 -0.63 0.22 -0.71 -1.283
C 4.85078 -5.05895 4.18244 0.54 -0.20 -0.33 -0.512
C 5.99405 -5.63581 3.33022 -1.47 0.81 1.18 -1.467
C 6.25471 -4.77053 2.04808 4.15 -2.09 2.32 1.460
N 6.30230 -3.25594 2.35468 -0.04 5.26 -6.81 0.732
O 6.79445 -2.38666 1.35626 -2.83 -6.17 6.82 -0.221
C 5.36360 -5.16156 0.93796 -1.06 1.56 -1.63 -1.438
C 7.71278 -5.17769 1.58583 -0.07 0.15 -1.21 -1.752
C 5.79445 -1.26397 3.88461 1.14 0.84 -0.31 -1.911
H 3.18577 -2.08653 3.36879 0.41 0.47 0.28 0.257
H 3.48477 -3.31334 2.25397 0.38 0.07 -0.54 0.429
H 4.06501 -1.60307 1.87824 -0.30 -0.20 -0.17 0.498
H 4.41644 -3.42914 5.31665 -0.21 1.17 -0.35 0.426
H 6.07980 -3.68251 5.21905 0.48 0.39 -0.50 0.422
H 3.87354 -5.11385 3.70276 -0.05 -0.04 -0.16 0.209
H 4.78851 -5.62277 5.11321 -0.13 -0.23 -0.09 0.499
H 5.73930 -6.67547 3.12456 0.13 0.15 -0.91 0.512
H 6.79243 -5.73683 4.06539 0.72 0.47 -0.60 0.411
H 5.46875 -6.20828 0.65261 0.12 0.09 0.45 0.490
H 5.71425 -4.54887 0.10745 -0.39 -0.15 -0.48 0.309
H 4.31863 -4.89414 1.09490 -0.01 -0.27 0.05 0.249
H 7.92035 -4.73135 0.61332 0.13 0.61 0.16 0.439
H 7.75433 -6.22389 1.28277 -0.57 -0.27 0.56 0.441
H 8.57238 -5.04250 2.24227 -0.47 0.44 0.35 0.424
H 6.59095 -1.32454 4.62624 -0.14 -0.66 0.23 0.468
H 5.00391 -0.65875 4.32830 -0.23 -0.34 -0.17 0.207
H 6.26455 -0.61711 3.14388 -0.49 -0.08 -0.43 0.551
C 0.55879 4.27147 8.03104 0.90 -0.03 -0.60 -1.563
C 1.52787 3.58698 7.01758 -0.68 -1.76 -0.78 1.670
C 0.80551 3.34864 5.66512 -0.74 1.19 -2.14 -0.976
C 0.44013 4.59797 4.83082 0.24 0.82 1.51 -0.284
C 1.70658 5.42532 4.62057 -0.68 -0.71 -0.18 -0.689
C 2.60458 5.77085 5.91031 0.37 -0.38 -2.78 1.341
N 2.68667 4.55522 6.83271 7.24 -2.62 1.96 0.801
O 3.93304 4.22086 7.37130 -8.63 2.33 -3.50 -0.254
C 2.05685 7.01370 6.59943 -0.40 -0.15 0.90 -1.623
C 3.99438 6.11584 5.34780 1.03 0.25 0.01 -1.606
C 1.99487 2.13355 7.43998 1.24 1.19 1.28 -1.649
H 1.18741 4.65278 8.83574 -0.55 -0.23 0.47 0.395
H -0.18308 3.52245 8.30799 0.25 0.09 0.36 0.415
H 0.03620 5.11220 7.57477 0.09 -0.08 -0.03 0.290
H -0.15761 2.84192 5.72622 0.18 -0.43 1.14 0.666
H 1.38293 2.74641 4.96369 0.57 -0.23 0.47 -0.079
H -0.33079 5.21256 5.29564 -0.09 0.03 0.58 0.365
H -0.05561 4.35269 3.89158 0.53 -0.37 -0.26 0.014
H 1.41951 6.35518 4.12959 0.36 0.30 0.32 0.717
H 2.20834 4.83534 3.85359 0.97 0.28 0.48 -0.463
H 2.65476 7.19483 7.49263 -0.19 0.19 0.11 0.435
H 0.99879 6.92646 6.84641 0.07 -0.12 0.23 0.323
H 2.12260 7.89395 5.95996 0.35 -0.33 -0.22 0.412
H 4.56126 5.41823 4.73130 -0.54 -1.15 0.64 0.248
H 4.67263 6.46029 6.12846 -0.10 0.12 0.00 0.445
H 3.93579 6.88655 4.57924 -0.72 0.61 0.49 0.471
H 2.79045 1.69071 6.84079 -0.11 0.56 -0.59 0.314
H 1.23643 1.35725 7.54117 -0.60 0.70 -0.25 0.364
H 2.46156 2.21748 8.42144 -0.09 -0.07 0.24 0.479
C 4.26968 2.44474 -4.41083 0.43 -0.22 1.29 -1.655
C 3.79093 2.12698 -5.80303 -2.02 0.32 -0.65 1.725
C 4.14971 3.20269 -6.81455 1.03 0.25 -0.27 -1.225
C 5.60618 3.27183 -7.18194 1.23 -0.75 -1.80 -0.663
C 5.96708 1.91310 -7.83714 -0.06 0.30 0.88 -1.358
C 5.80693 0.75177 -6.83970 1.32 -0.49 -1.11 1.317
N 4.42486 0.74823 -6.22387 -0.65 -5.41 5.31 0.223
O 4.05795 -0.40685 -5.55503 1.80 7.51 -4.51 0.757
C 6.85392 0.85177 -5.68501 0.22 -1.00 1.17 -1.234
C 6.06257 -0.53842 -7.63837 -1.28 -1.16 0.14 -1.828
C 2.20997 2.07500 -5.82172 0.97 -1.69 0.14 -1.950
H 3.62898 3.19423 -3.94622 -0.31 0.09 -0.39 0.504
H 5.27211 2.86397 -4.32432 0.02 -0.24 -0.35 0.324
H 4.19898 1.57130 -3.76259 0.15 -0.15 0.01 0.315
H 3.85655 4.17403 -6.41624 -0.49 -0.19 0.07 0.468
H 3.64786 2.99325 -7.75921 -0.44 0.25 0.11 0.362
H 6.36290 3.56488 -6.45421 -0.42 -0.36 0.64 0.359
H 5.81194 4.01440 -7.95288 -0.58 0.23 -0.11 0.466
H 6.99023 1.90257 -8.21282 0.15 -0.08 0.39 0.460
H 5.39375 1.63250 -8.72069 -0.48 0.56 -0.03 0.438
H 6.90740 1.75941 -5.08382 -0.30 0.05 -0.47 0.291
H 7.87013 0.58914 -5.97903 -0.04 0.60 -1.18 0.509
H 6.77884 0.02130 -4.98303 -1.01 -0.02 0.29 0.121
H 5.33369 -0.72189 -8.42778 -0.22 0.83 -0.38 0.455
H 5.84692 -1.44537 -7.07353 0.83 0.06 0.60 0.252
H 7.03060 -0.57584 -8.13800 0.06 0.22 0.52 0.465
H 1.87424 1.61401 -6.75062 -0.04 0.32 -0.23 0.490
H 1.74822 3.05361 -5.69051 0.40 0.00 -0.04 0.645
H 1.86364 1.39337 -5.04485 -0.03 0.13 0.27 0.116
C -4.99803 -0.87165 -3.27114 0.55 -1.12 0.14 -1.770
C -5.85957 0.17710 -2.52380 -0.39 0.59 -0.12 1.845
C -7.27698 0.10628 -3.10078 0.42 0.34 -2.18 -1.365
C -8.04272 -1.15530 -2.87489 -0.72 -0.27 1.99 -0.555
C -8.35257 -1.14338 -1.34362 -0.88 0.68 -0.74 -1.328
C -7.14793 -1.10572 -0.39193 -1.55 1.45 -0.55 1.422
N -6.07723 -0.08724 -1.06873 6.66 0.52 6.88 0.642
O -5.09361 0.35455 -0.12431 -6.63 -2.55 -6.51 0.314
C -6.58597 -2.47748 -0.38588 1.03 -1.35 -0.10 -1.386
C -7.57556 -0.60720 1.03236 1.02 -0.24 -0.88 -1.650
C -5.23911 1.59155 -2.66787 -0.28 -0.43 0.81 -2.105
H -4.05133 -1.18020 -2.82767 0.12 0.77 0.41 0.093
H -4.80059 -0.47925 -4.26871 -0.02 0.40 0.16 0.540
H -5.44444 -1.84831 -3.45806 -0.71 0.20 0.27 0.434
H -7.13959 0.21295 -4.17681 0.30 0.09 -0.21 0.507
H -7.89476 0.97949 -2.89113 0.09 0.02 0.63 0.353
H -7.61471 -2.12074 -3.14474 0.54 0.32 -0.22 0.330
H -8.96415 -1.10095 -3.45465 -0.16 0.03 0.27 0.464
H -9.00849 -1.97254 -1.07836 0.24 -0.09 0.23 0.486
H -8.93001 -0.24261 -1.13562 -0.22 0.09 -0.13 0.424
H -5.71494 -2.64729 0.24702 0.11 0.12 -0.12 0.070
H -6.41970 -2.86036 -1.39279 0.53 0.28 -0.11 0.441
H -7.37937 -3.16048 -0.08237 -0.17 0.27 0.53 0.441
H -8.40941 -1.22718 1.36165 0.25 -0.30 -0.05 0.403
H -7.95028 0.41330 1.11156 0.25 0.11 -0.48 0.366
H -6.69740 -0.73219 1.66586 -0.31 0.01 0.33 0.292
H -5.88487 2.24378 -2.07992 0.18 0.38 -0.16 0.488
H -5.22092 1.93063 -3.70363 -0.13 -0.25 0.05 0.459
H -4.23382 1.63643 -2.24898 -0.03 -0.01 -0.10 0.299
C 0.22265 -2.84028 4.14682 0.18 0.21 -0.08 -1.885
C -1.01425 -3.57965 4.69262 -1.18 1.30 -1.81 1.616
C -2.27369 -2.75471 4.19307 -0.12 -0.18 -0.60 0.642
C -3.59752 -3.43868 4.47265 0.16 0.05 0.52 -1.113
C -3.72643 -4.81914 3.85167 0.71 0.66 -0.53 -0.808
C -2.52344 -5.75202 4.18036 -1.63 -0.35 -2.42 1.093
N -1.16269 -4.98934 4.15454 6.25 -5.16 3.61 1.092
O 0.02772 -5.79641 4.29572 -7.91 5.33 -1.54 -0.289
C -2.48668 -6.90279 3.09104 1.32 -0.02 0.96 -1.472
C -2.81239 -6.31175 5.56505 0.35 0.01 1.14 -1.560
C -0.95557 -3.53095 6.23383 0.94 -0.62 0.83 -1.689
H 0.27536 -2.60937 3.08287 -0.62 -0.83 -0.23 0.084
H 1.19123 -3.26404 4.41212 -0.20 -0.05 0.39 0.559
H 0.09816 -1.83740 4.55528 0.41 -0.01 0.45 0.511
H -2.22574 -2.48273 3.13864 0.40 -0.70 -0.19 -1.250
H -2.28013 -1.77041 4.66128 0.31 -0.13 0.54 0.966
H -4.45551 -2.83010 4.18699 0.18 0.15 -0.19 0.410
H -3.63452 -3.48599 5.56099 -0.43 -0.35 0.19 0.495
H -3.83068 -4.79770 2.76688 0.18 0.50 -0.04 0.032
H -4.68004 -5.23363 4.17868 0.36 -0.55 0.32 0.639
H -3.38155 -7.52206 3.02927 -0.18 0.27 0.81 0.353
H -1.64683 -7.50456 3.43836 -0.13 -0.54 -0.39 0.494
H -2.32288 -6.64598 2.04447 0.25 0.82 0.29 0.221
H -3.78833 -6.79519 5.52120 0.33 -0.56 -0.46 0.463
H -3.04438 -5.55096 6.31036 0.49 0.34 -0.12 0.356
H -2.03282 -6.96055 5.96432 -0.12 -0.15 -0.16 0.335
H -0.85584 -2.47305 6.47675 -0.08 -0.04 -0.05 0.415
H -0.05921 -4.02800 6.60475 0.39 0.09 -0.35 0.489
H -1.69291 -3.96022 6.91218 -0.70 0.05 -0.86 0.286
C 2.75727 -3.53755 -6.36577 -1.19 0.57 0.72 -1.232
C 1.23318 -3.02714 -6.55153 1.26 -1.28 -1.86 1.918
C 0.87856 -3.08251 -8.04116 -1.27 -0.83 -1.67 -1.346
C -0.64193 -3.06392 -8.43231 0.58 0.62 0.40 -0.706
C -1.34873 -4.19556 -7.71669 0.46 1.08 0.70 -1.166
C -1.14216 -4.10142 -6.11487 -0.52 -2.02 -1.00 1.332
N 0.27663 -3.87684 -5.76346 3.12 1.51 8.24 0.763
O 0.70003 -4.04383 -4.42207 -3.13 0.45 -8.75 -0.170
C -1.50788 -5.49471 -5.57645 -0.34 -0.06 0.42 -1.814
C -1.99673 -2.99863 -5.42888 0.47 0.78 -0.77 -1.511
C 1.04559 -1.55236 -6.23592 -0.24 0.74 2.71 -1.652
H 3.02227 -4.33627 -7.05854 -0.32 0.10 -0.05 0.522
H 2.94897 -3.85167 -5.33977 -0.22 0.00 -0.05 0.344
H 3.42875 -2.68958 -6.50053 -0.17 0.02 -0.27 -0.121
H 1.20861 -3.98336 -8.55849 0.51 -0.27 0.46 0.458
H 1.41557 -2.27711 -8.54220 -0.04 0.08 0.16 0.456
H -0.77598 -3.20192 -9.50520 0.41 -0.12 -0.05 0.487
H -1.12546 -2.10187 -8.26276 0.05 0.13 0.38 0.341
H -1.00167 -5.11860 -8.18107 0.27 -0.34 0.75 0.354
H -2.40759 -4.17087 -7.97420 -0.17 0.08 0.59 0.521
H -2.52372 -5.66997 -5.93065 0.02 -0.19 0.08 0.451
H -1.49557 -5.57072 -4.48917 -0.01 0.23 -0.02 0.318
H -0.86107 -6.28126 -5.96514 0.01 0.16 -0.17 0.503
H -3.05484 -3.20327 -5.59203 0.11 -0.49 0.32 0.573
H -1.85495 -2.04450 -5.93647 0.21 0.06 -0.15 0.396
H -1.72979 -2.81544 -4.38807 -0.15 -0.53 0.01 0.033
H 1.91880 -1.00862 -6.59640 -0.41 -0.08 -0.34 0.239
H 1.02970 -1.38202 -5.15943 0.67 -0.27 0.43 0.101
H 0.08127 -1.08928 -6.44506 0.12 -0.30 -1.17 0.426
C -5.33042 6.46431 -0.05483 0.72 -0.80 0.70 -0.973
C -6.01948 6.20885 1.35662 -1.09 -0.06 -1.27 1.306
C -6.68338 4.80280 1.23600 0.45 -0.51 0.16 -1.805
C -5.73701 3.55111 1.45424 -1.77 1.47 1.61 0.852
C -5.18964 3.67905 2.87822 -0.03 1.44 -0.67 -1.738
C -4.34404 4.98872 3.12840 0.35 -2.04 0.48 1.398
N -4.95697 6.21804 2.50997 4.41 6.00 -0.69 0.819
O -4.25451 7.36908 2.70795 -4.91 -7.15 -1.06 -0.257
C -2.91395 4.78313 2.48026 -0.67 0.23 -0.20 -1.084
C -4.20670 5.10601 4.65046 1.20 1.35 0.45 -1.695
C -7.12281 7.28285 1.63984 1.68 -0.05 0.65 -1.648
H -6.00558 6.26781 -0.88769 -0.73 0.34 0.50 0.410
H -4.63917 5.63606 -0.21066 0.46 0.39 0.11 -0.151
H -4.83409 7.41865 -0.23090 0.00 -0.10 0.49 0.403
H -7.25418 4.71584 0.31148 0.78 0.41 -0.66 0.522
H -7.57350 4.77271 1.86439 0.44 -0.29 1.04 0.537
H -4.95006 3.37723 0.72036 -0.33 0.00 -0.19 -0.118
H -6.44560 2.74086 1.62597 0.21 -0.53 -1.03 -0.118
H -4.65962 2.75190 3.09631 0.60 0.45 0.40 0.402
H -6.01141 3.75703 3.59005 -0.24 -0.27 -0.13 0.580
H -2.46832 3.93590 3.00151 -0.10 -0.01 0.03 0.267
H -2.23766 5.63642 2.53156 -0.31 0.15 0.20 0.760
H -3.01929 4.52809 1.42577 0.06 0.01 -0.01 -0.346
H -3.49025 4.37019 5.01568 -0.12 -0.29 -0.33 0.357
H -5.06346 5.05201 5.32213 -0.45 -0.04 -0.69 0.352
H -3.70363 6.05212 4.85020 -0.06 0.18 0.19 0.500
H -7.71793 7.42390 0.73760 -0.11 -0.25 0.27 0.405
H -6.61219 8.21893 1.86596 -0.10 0.16 -0.20 0.450
H -7.67083 7.01871 2.54427 -0.40 -0.08 -0.32 0.405
C -1.61802 -0.19026 1.93132 -0.24 -0.39 -0.65 -1.117
C -0.43546 0.36118 1.10200 -1.53 -0.39 0.27 2.651
C 0.52790 -0.83118 1.01103 0.59 -0.72 0.09 0.064
C 1.59833 -0.82954 -0.01237 0.86 1.49 -2.28 -1.328
C 1.05766 -0.52710 -1.42310 -1.29 -1.07 1.14 -1.188
C 0.08963 0.79441 -1.51494 1.79 -1.30 0.36 3.093
N -0.88167 0.69780 -0.32105 -7.29 0.54 -1.69 0.919
O -2.32818 0.78706 -0.56433 9.88 -0.67 1.40 0.442
C -0.63119 0.75299 -2.82422 -0.49 0.21 -0.53 -0.893
C 1.07004 2.02393 -1.51687 -0.36 0.96 1.40 -1.090
C 0.14054 1.58611 1.77885 1.39 1.03 -0.54 -1.422
H -1.23169 -0.52616 2.89362 0.14 0.79 0.19 0.017
H -1.96084 -1.15001 1.54475 -0.22 0.12 -0.64 -0.198
H -2.49456 0.45404 1.99966 0.30 0.22 0.26 0.391
H -0.10375 -1.71068 0.88608 0.13 -0.19 0.01 -0.323
H 1.10493 -0.91579 1.93189 -0.61 0.23 0.57 0.074
H 2.13542 -1.77010 -0.13479 -0.18 -0.26 0.39 0.923
H 2.38730 -0.10503 0.18942 0.02 0.17 0.43 0.054
H 0.47745 -1.42015 -1.65528 -0.80 0.10 -0.14 -0.153
H 1.82725 -0.64478 -2.18598 0.19 1.20 -0.13 0.096
H -1.14004 1.69981 -3.00505 -0.32 -0.10 -0.02 0.305
H -1.27941 -0.11401 -2.95165 -0.30 0.15 0.37 -0.236
H 0.10838 0.63752 -3.61656 0.27 0.14 0.16 -0.596
H 1.42507 2.21178 -2.53016 -0.44 -0.12 -0.02 0.191
H 1.95828 2.05114 -0.88569 0.12 -1.29 0.10 -0.077
H 0.59943 2.90652 -1.08368 -0.68 0.19 -0.75 0.028
H 0.45968 1.33865 2.79128 -0.27 -0.22 -0.03 0.694
H -0.43933 2.50903 1.77107 -0.66 -0.36 -0.06 -0.193
H 1.07381 1.89307 1.30675 0.01 -0.26 -0.09 -0.283
C 5.77016 -3.61758 -3.31991 -0.01 -0.83 -0.21 0.315
F 7.03327 -3.29384 -2.88806 -1.65 -0.11 -1.26 -0.210
F 5.68645 -3.88490 -4.68274 0.61 1.78 1.23 -0.200
F 5.51811 -4.83555 -2.84077 -0.33 0.14 1.05 -0.222
S 4.52738 -2.25663 -2.65476 -0.18 1.90 -0.21 0.657
O 5.22270 -1.00958 -2.98729 0.23 -0.81 -0.15 -0.652
O 3.24291 -2.30852 -3.34212 0.25 -1.07 -0.60 -0.602
O 4.37506 -2.49592 -1.23517 0.71 -0.71 0.00 -0.053
C -2.22133 -3.51404 -1.53212 0.59 -0.59 1.73 0.055
F -3.24055 -3.82153 -2.33408 0.24 -0.43 -0.17 -0.226
F -1.04337 -3.97675 -1.97592 -0.48 -0.52 -0.67 -0.177
F -2.09311 -2.19161 -1.58253 -0.24 1.10 0.27 0.012
S -2.42234 -4.18548 0.26308 -1.22 3.18 1.23 0.953
O -3.47828 -3.29063 0.88152 1.92 -1.32 -1.44 -0.601
O -2.81958 -5.53599 0.10035 -0.38 -1.19 -0.48 -0.634
O -1.09872 -3.97901 0.84460 -0.47 0.19 -0.27 -0.615
C 3.62156 3.41864 1.73265 0.62 -1.30 -0.60 0.408
F 3.87165 2.84522 0.48368 -0.41 0.86 1.63 -0.203
F 4.34300 4.53503 1.83298 -0.56 -0.59 -0.04 -0.224
F 2.30098 3.71964 1.76517 0.56 0.26 -0.08 -0.152
S 4.01175 2.12401 3.09784 2.36 -0.71 0.55 0.630
O 3.97551 2.85323 4.37556 -0.85 -0.07 -1.11 -0.447
O 2.93592 1.13550 2.91908 0.54 0.77 -0.02 -0.237
O 5.38277 1.64635 2.80111 -2.49 0.78 -0.16 -0.627
C -0.86641 5.41220 -2.72385 -0.90 0.67 0.02 0.356
F 0.28943 5.40399 -2.12925 1.55 -0.12 1.11 -0.227
F -1.01486 6.70142 -3.17588 -0.41 -2.01 -0.26 -0.217
F -0.74089 4.47567 -3.71724 -0.80 1.08 0.19 -0.204
S -2.21349 4.96164 -1.43728 -1.12 -0.28 -0.93 1.624
O -3.43635 4.67834 -2.20655 1.07 0.42 0.48 -0.792
O -1.70216 3.73831 -0.80374 0.32 0.55 -0.02 -0.740
O -2.27690 6.14702 -0.59390 0.36 -0.84 -0.33 -0.688